(1)
{"formula": "C30H40N4O4S", "method": "the ωB97M-V functional and the def2-TZVPD basis", "smiles": "CCCN(CCC)CCCNC(=O)c1cn(CC)c2ccc(S(=O)(=O)N3CCc4ccccc4C3)cc2c1=O", "de_lowest_kj_mol": 0.00, "total_energy_ev": -56746.302, "orbital_gap_ev": 7.93, "e_homo_ha": -0.297, "elements": ["C", "H", "C", "H", "C", "N", "C", "H", "H", "C", "C", "N", "C", "O", "C", "C", "N", "C", "C", "C", "C", "C", "C", "C", "O", "H", "S", "O", "O", "N", "C", "C", "C", "C", "C", "C", "C", "C", "C", "H", "H", "H", "H", "H", "H", "H", "H", "H", "H", "H", "H", "C", "C", "H", "H", "H", "H", "H", "H", "H", "H", "H", "H", "H", "C", "H", "C", "C", "H", "H", "H", "H", "H", "H", "H", "H", "H", "H", "H"], "xyz": [[-7.849, -1.518, -0.746], [-8.168, -0.478, -0.745], [-6.337, -1.617, -0.903], [-6.052, -2.669, -0.947], [-5.615, -0.924, 0.252], [-4.198, -0.746, 0.000], [-3.594, 0.263, 0.852], [-2.537, 0.027, 0.978], [-4.054, 0.289, 1.853], [-3.717, 1.653, 0.213], [-3.029, 2.735, 1.051], [-1.607, 2.515, 1.140], [-0.707, 3.252, 0.474], [-0.966, 4.274, -0.144], [0.695, 2.725, 0.540], [1.656, 3.510, -0.015], [2.958, 3.190, -0.130], [3.387, 1.954, 0.299], [4.718, 1.530, 0.154], [5.081, 0.244, 0.483], [4.141, -0.635, 1.003], [2.861, -0.214, 1.249], [2.457, 1.074, 0.888], [1.046, 1.433, 1.089], [0.267, 0.667, 1.656], [2.141, -0.865, 1.717], [4.558, -2.372, 1.190], [3.875, -2.888, 2.336], [5.982, -2.508, 1.099], [3.912, -3.137, -0.140], [2.473, -3.131, -0.241], [1.954, -1.914, -0.961], [0.648, -1.482, -0.758], [0.176, -0.341, -1.375], [1.015, 0.389, -2.202], [2.306, -0.048, -2.426], [2.787, -1.206, -1.824], [4.205, -1.638, -2.094], [4.576, -2.958, -1.406], [5.647, -3.006, -1.210], [4.296, -3.805, -2.041], [4.350, -1.740, -3.173], [4.876, -0.844, -1.754], [2.959, 0.511, -3.082], [0.658, 1.294, -2.671], [-0.837, -0.009, -1.205], [0.010, -2.046, -0.094], [2.082, -3.186, 0.776], [2.164, -4.042, -0.772], [6.094, -0.106, 0.353], [5.471, 2.194, -0.239], [3.874, 4.178, -0.670], [4.611, 4.919, 0.443], [3.899, 5.433, 1.084], [5.286, 5.654, 0.014], [5.187, 4.230, 1.055], [4.579, 3.692, -1.347], [3.288, 4.890, -1.255], [1.350, 4.472, -0.408], [-1.272, 1.659, 1.573], [-3.450, 2.746, 2.062], [-3.174, 3.715, 0.592], [-3.270, 1.625, -0.781], [-4.769, 1.917, 0.098], [-3.431, -1.961, -0.187], [-3.804, -2.438, -1.099], [-3.436, -3.016, 0.935], [-2.757, -2.567, 2.224], [-2.664, -3.407, 2.910], [-3.331, -1.790, 2.721], [-1.760, -2.180, 2.024], [-2.915, -3.896, 0.547], [-4.463, -3.317, 1.151], [-2.398, -1.662, -0.382], [-5.809, -1.475, 1.190], [-6.045, 0.074, 0.370], [-6.029, -1.143, -1.837], [-8.352, -2.030, -1.563], [-8.166, -1.973, 0.191]], "forces_ev_per_angstrom": [[0.214, -0.098, -0.059], [-0.082, 0.102, 0.007], [-0.102, 0.141, 0.267], [0.069, -0.037, -0.073], [0.023, -0.091, -0.316], [0.034, 0.047, 0.171], [-0.126, 0.375, -0.331], [0.039, -0.048, 0.079], [0.098, -0.041, 0.037], [0.199, -0.020, 0.409], [-0.321, 0.202, -0.261], [-0.142, -0.375, 0.216], [0.256, -0.090, 0.136], [-0.072, 0.280, -0.214], [-0.012, 0.038, -0.034], [-0.435, -0.081, 0.125], [-0.269, -0.013, -0.122], [-0.036, -0.659, 0.274], [0.083, 0.011, -0.059], [0.049, 0.153, 0.044], [0.205, -0.641, 0.163], [-0.044, 0.172, 0.130], [0.257, -0.093, 0.033], [0.112, 0.247, -0.024], [0.019, -0.146, 0.124], [-0.156, -0.039, 0.007], [0.026, -0.112, 0.044], [-0.322, 0.184, -0.077], [-0.019, 0.248, -0.292], [0.393, 0.190, 0.913], [-0.472, -0.136, 0.135], [-0.150, 0.032, -0.276], [0.089, -0.075, -0.111], [-0.058, -0.061, -0.039], [-0.026, 0.071, -0.074], [0.012, -0.082, 0.032], [-0.049, 0.028, -0.104], [0.090, -0.111, 0.019], [0.484, 0.204, -0.482], [-0.047, -0.090, -0.247], [0.034, 0.024, 0.108], [0.055, 0.028, 0.036], [-0.002, -0.071, -0.123], [0.081, 0.074, -0.083], [-0.046, 0.087, -0.056], [-0.131, 0.051, 0.065], [-0.115, -0.040, 0.149], [-0.194, -0.065, -0.122], [0.065, 0.057, 0.136], [0.137, 0.054, -0.076], [0.056, 0.081, -0.032], [0.431, 0.404, 0.073], [-0.071, -0.108, -0.200], [-0.046, 0.055, 0.066], [0.094, 0.085, -0.008], [0.067, -0.033, 0.068], [-0.133, 0.033, -0.011], [0.029, -0.174, -0.004], [0.033, 0.028, -0.037], [0.173, 0.163, -0.086], [-0.009, 0.082, -0.061], [-0.045, -0.099, 0.166], [-0.005, -0.004, -0.053], [-0.084, 0.000, -0.046], [-0.118, -0.387, 0.015], [0.131, -0.015, -0.002], [0.088, 0.315, -0.123], [-0.166, -0.144, -0.126], [0.037, -0.005, 0.110], [-0.002, 0.112, 0.095], [0.145, 0.082, 0.028], [-0.069, -0.060, -0.034], [-0.046, -0.112, -0.041], [0.037, -0.027, -0.070], [-0.027, 0.067, 0.009], [-0.043, -0.030, 0.069], [0.084, -0.036, -0.033], [-0.122, -0.025, -0.026], [-0.110, -0.035, 0.090]], "mulliken_charge": [-1.384, 0.349, -0.284, 0.251, -0.817, 0.647, -0.812, 0.075, 0.259, -0.211, -1.309, -0.094, 0.356, -0.778, -0.307, -0.269, 0.325, 1.465, -0.538, -1.472, -0.625, -0.757, -0.080, 1.447, -0.949, 0.751, 1.407, -0.720, -0.750, 0.174, -2.042, 0.742, -0.568, -0.455, -0.682, -0.603, 1.316, -1.073, -1.030, 0.418, 0.383, 0.685, 0.110, 0.446, 0.488, 0.348, 0.602, 0.493, 0.370, 0.525, 0.341, -1.014, -1.107, 0.332, 0.412, 0.331, 0.437, 0.447, 0.528, 0.327, 0.409, 0.493, 0.226, 0.396, -0.486, 0.444, -0.425, -0.946, 0.443, 0.209, 0.075, 0.471, 0.333, -0.273, 0.296, 0.441, 0.318, 0.388, 0.334]}

***

(2)
{"formula": "C30H40NOPdTe", "method": "the ωB97M-V functional and the def2-TZVPD basis", "total_energy_ev": -46067.537, "orbital_gap_ev": [5.77, 5.90], "e_homo_ha": [-0.253, -0.253], "multiplicity": 2, "elements": ["Pd", "C", "C", "C", "C", "C", "C", "C", "C", "C", "C", "H", "H", "H", "H", "H", "H", "H", "H", "H", "H", "H", "H", "H", "H", "H", "C", "C", "O", "N", "Te", "C", "C", "C", "C", "C", "C", "C", "C", "C", "C", "C", "C", "C", "C", "C", "C", "C", "C", "H", "H", "H", "H", "H", "H", "H", "H", "H", "H", "H", "H", "H", "H", "H", "H", "H", "H", "H", "H", "H", "H", "H", "H", "H"], "xyz": [[-1.573, 0.342, -1.751], [-2.840, 1.227, -3.435], [-1.464, 1.237, -3.838], [-1.031, -0.106, -3.936], [-2.135, -0.965, -3.606], [-3.251, -0.141, -3.295], [-4.654, -0.592, -3.055], [-2.117, -2.458, -3.652], [0.304, -0.530, -4.466], [-0.640, 2.429, -4.210], [-3.744, 2.407, -3.285], [-5.209, -0.602, -3.999], [-5.183, 0.072, -2.374], [-4.692, -1.598, -2.641], [-2.280, -2.818, -4.672], [-2.894, -2.886, -3.021], [-1.160, -2.856, -3.312], [0.446, -1.606, -4.382], [1.125, -0.042, -3.939], [0.390, -0.266, -5.523], [-0.574, 2.531, -5.297], [0.377, 2.341, -3.826], [-1.063, 3.350, -3.814], [-4.488, 2.424, -4.086], [-3.190, 3.342, -3.325], [-4.287, 2.382, -2.339], [-4.218, 0.239, 0.384], [-2.845, 0.527, 0.977], [-2.732, 0.881, 2.148], [-1.823, 0.347, 0.117], [0.407, 1.047, 0.780], [1.967, 1.595, 2.202], [3.291, 1.180, 2.017], [3.695, 0.287, 0.873], [4.269, 1.586, 2.919], [3.971, 2.406, 3.999], [5.037, 2.835, 4.970], [2.658, 2.824, 4.156], [1.649, 2.437, 3.277], [0.262, 2.972, 3.548], [0.750, -1.037, 1.060], [1.277, -1.833, 0.042], [1.632, -1.321, -1.328], [1.474, -3.194, 0.279], [1.159, -3.780, 1.491], [1.381, -5.248, 1.735], [0.624, -2.970, 2.485], [0.408, -1.611, 2.299], [-0.200, -0.829, 3.429], [-4.950, 0.284, 1.186], [-4.239, -0.742, -0.091], [-4.458, 0.987, -0.372], [3.237, 0.609, -0.065], [3.384, -0.746, 1.049], [4.777, 0.297, 0.740], [5.292, 1.254, 2.770], [6.010, 2.433, 4.691], [4.807, 2.491, 5.980], [5.118, 3.923, 5.007], [2.403, 3.471, 4.990], [0.218, 4.041, 3.330], [0.011, 2.848, 4.603], [-0.520, 2.481, 2.970], [1.937, -0.276, -1.322], [0.765, -1.393, -1.991], [2.434, -1.920, -1.763], [1.893, -3.805, -0.515], [1.785, -5.739, 0.850], [0.447, -5.745, 2.002], [2.081, -5.404, 2.558], [0.358, -3.410, 3.440], [-0.551, -1.508, 4.206], [-1.046, -0.229, 3.090], [0.537, -0.160, 3.875]], "forces_ev_per_angstrom": [[-0.580, -0.511, 0.227], [0.047, 0.011, -0.001], [0.019, 0.095, -0.141], [0.049, 0.005, -0.061], [0.137, 0.111, -0.040], [0.138, 0.077, 0.048], [0.006, -0.019, 0.023], [0.001, -0.005, 0.031], [-0.007, -0.012, -0.006], [-0.019, 0.014, 0.020], [0.000, 0.002, -0.001], [-0.001, -0.016, 0.002], [0.002, 0.009, -0.005], [0.002, 0.005, 0.015], [-0.005, -0.001, 0.000], [0.001, 0.001, 0.001], [-0.002, 0.005, 0.001], [0.005, -0.001, 0.014], [-0.003, 0.013, -0.017], [-0.003, -0.017, -0.007], [-0.011, 0.008, 0.001], [0.004, -0.010, -0.011], [0.008, -0.001, 0.010], [0.009, 0.010, -0.008], [0.001, -0.001, 0.013], [-0.009, -0.009, -0.005], [-0.004, -0.023, -0.007], [0.065, -0.024, 0.099], [-0.066, 0.052, -0.036], [0.054, 0.194, -0.237], [0.193, 0.026, 0.130], [-0.119, 0.017, 0.015], [0.050, -0.093, -0.008], [0.079, 0.026, 0.045], [0.002, 0.013, 0.000], [-0.013, 0.000, -0.012], [0.002, 0.001, 0.002], [0.008, -0.025, -0.005], [-0.016, -0.025, 0.010], [0.002, -0.030, 0.009], [-0.124, -0.036, 0.020], [-0.013, -0.010, -0.025], [-0.077, 0.000, -0.057], [0.015, 0.019, -0.019], [0.001, -0.004, 0.020], [0.004, 0.001, -0.003], [0.020, -0.012, -0.005], [-0.033, -0.014, -0.082], [-0.007, 0.029, -0.032], [0.002, -0.004, 0.000], [0.004, 0.007, -0.011], [-0.005, 0.010, 0.008], [0.069, 0.025, 0.080], [0.052, 0.080, -0.007], [0.017, 0.010, 0.006], [0.000, 0.003, -0.002], [-0.001, 0.001, -0.001], [0.000, 0.000, 0.001], [0.000, 0.000, 0.001], [0.000, -0.002, 0.003], [-0.003, -0.001, -0.017], [0.008, 0.015, -0.008], [-0.008, -0.059, -0.003], [-0.052, -0.070, -0.046], [0.017, 0.015, 0.031], [-0.002, -0.007, 0.000], [-0.003, -0.002, -0.001], [0.000, 0.000, 0.000], [0.000, 0.001, 0.001], [-0.001, 0.000, 0.000], [0.006, 0.001, 0.000], [0.015, 0.007, 0.006], [0.032, 0.032, 0.022], [0.043, 0.092, 0.016]], "lowdin_spin": [0.408, 0.124, 0.039, 0.031, 0.116, -0.006, -0.006, 0.022, 0.003, 0.003, 0.022, -0.002, -0.001, 0.000, 0.009, 0.001, 0.003, 0.000, 0.000, 0.001, 0.002, 0.000, 0.000, 0.008, 0.000, 0.004, 0.002, 0.022, 0.050, 0.128, 0.004, 0.008, 0.001, 0.000, 0.001, -0.001, 0.000, 0.000, 0.000, 0.001, -0.001, 0.000, 0.002, 0.000, 0.000, 0.000, 0.000, 0.000, 0.000, 0.000, 0.000, 0.000, 0.000, 0.000, 0.000, 0.000, 0.000, 0.000, 0.000, 0.000, 0.000, 0.000, 0.001, 0.000, 0.001, 0.000, 0.000, 0.000, 0.000, 0.000, 0.000, 0.000, 0.000, 0.000]}

***

(3)
{"formula": "C30H41BCl2IN3O4S", "method": "the ωB97M-V functional and the def2-TZVPD basis", "smiles": "CCOCCOCCOCc1c(C[C@@H](C)I)c(B(C)O)c([C@@H](Cl)[C@@H](C)Cl)c2nc(-c3ccccn3)c(CCCS)nc12", "total_energy_ev": -89088.812, "orbital_gap_ev": 7.99, "e_homo_ha": -0.319, "elements": ["C", "C", "O", "C", "C", "O", "C", "C", "O", "C", "C", "C", "C", "C", "C", "I", "C", "B", "C", "O", "C", "C", "Cl", "C", "C", "Cl", "C", "N", "C", "C", "C", "C", "C", "C", "N", "C", "C", "C", "C", "S", "N", "C", "H", "H", "H", "H", "H", "H", "H", "H", "H", "H", "H", "H", "H", "H", "H", "H", "H", "H", "H", "H", "H", "H", "H", "H", "H", "H", "H", "H", "H", "H", "H", "H", "H", "H", "H", "H", "H", "H", "H", "H", "H"], "xyz": [[-4.196, 8.022, -0.512], [-2.607, 7.886, -0.583], [-2.294, 7.676, -1.974], [-1.140, 6.829, -2.129], [-1.567, 5.394, -2.658], [-1.208, 4.318, -1.776], [-0.234, 3.441, -2.378], [-0.242, 1.990, -1.702], [1.089, 1.767, -1.204], [1.659, 0.552, -1.702], [0.901, -0.745, -1.183], [0.325, -1.701, -2.138], [0.392, -1.523, -3.693], [1.547, -2.428, -4.352], [2.050, -1.823, -5.727], [3.329, -2.521, -3.050], [-0.341, -2.943, -1.535], [-0.924, -4.004, -2.614], [-2.224, -3.690, -3.530], [-0.332, -5.284, -2.776], [-0.413, -3.180, -0.091], [-1.074, -4.471, 0.517], [0.130, -5.451, 1.516], [-2.357, -4.126, 1.405], [-3.347, -3.137, 0.639], [-3.277, -5.706, 1.593], [0.157, -2.143, 0.866], [0.021, -2.422, 2.226], [0.604, -1.451, 2.974], [0.574, -1.655, 4.533], [1.370, -2.777, 5.052], [1.363, -2.972, 6.526], [0.553, -2.014, 7.336], [-0.179, -0.976, 6.595], [-0.203, -0.775, 5.240], [1.262, -0.221, 2.430], [1.865, 0.838, 3.432], [3.396, 0.548, 3.789], [4.182, -0.200, 2.639], [4.081, -2.026, 2.951], [1.363, 0.072, 1.107], [0.807, -0.939, 0.321], [-4.611, 7.028, -0.855], [-4.518, 8.843, -1.215], [-4.547, 8.281, 0.525], [-2.153, 8.839, -0.183], [-2.294, 7.017, 0.065], [-0.487, 7.305, -2.910], [-0.535, 6.705, -1.187], [-2.699, 5.399, -2.710], [-1.201, 5.268, -3.713], [-0.430, 3.287, -3.477], [0.774, 3.936, -2.219], [-0.932, 2.078, -0.804], [-0.626, 1.193, -2.390], [1.832, 0.541, -2.810], [2.687, 0.484, -1.227], [-0.607, -1.708, -4.192], [0.663, -0.465, -3.994], [1.214, -3.500, -4.443], [2.102, -2.601, -6.540], [1.356, -0.985, -6.029], [3.097, -1.410, -5.632], [-2.885, -4.588, -3.675], [-1.807, -3.397, -4.547], [-2.792, -2.794, -3.133], [0.319, -5.344, -2.042], [-1.443, -5.189, -0.260], [-2.082, -3.761, 2.428], [-4.419, -3.414, 0.857], [-3.129, -2.055, 0.855], [-3.207, -3.369, -0.463], [1.942, -3.411, 4.338], [1.967, -3.798, 6.969], [0.574, -2.141, 8.442], [-0.796, -0.265, 7.215], [1.873, 1.814, 2.854], [1.216, 1.016, 4.325], [3.873, 1.570, 3.905], [3.513, 0.016, 4.770], [3.885, 0.100, 1.602], [5.278, 0.067, 2.751], [5.177, -2.624, 2.366]], "forces_ev_per_angstrom": [[0.909, -0.132, -0.263], [-1.814, 0.364, 0.431], [1.038, -0.535, 1.372], [0.428, -0.505, -0.844], [-1.152, 0.785, 0.130], [0.332, -0.306, -1.395], [0.437, -0.564, 0.128], [-0.365, 1.990, 0.846], [-0.482, -1.206, -1.244], [0.823, -1.091, 1.537], [-1.059, -1.096, -1.212], [-0.249, 0.502, 3.390], [0.959, 0.186, 0.226], [-0.402, 0.232, -0.341], [0.010, -0.068, 0.000], [-0.532, -0.208, -0.278], [0.730, 0.579, 1.294], [-0.492, -1.126, -0.103], [0.630, 0.470, -0.187], [-0.228, 2.083, 1.321], [1.023, 1.492, -1.383], [-0.564, 0.885, 0.211], [-0.598, 0.531, -0.697], [-0.242, 0.322, -0.523], [0.389, -0.972, -0.400], [0.456, 0.528, 0.147], [-0.450, -0.759, -1.602], [1.943, 3.276, -0.541], [-0.286, -0.124, 0.195], [0.624, -1.034, -0.578], [-1.509, 1.583, 2.274], [-1.439, 2.247, -1.649], [1.070, -0.899, -3.251], [0.437, -0.850, 1.217], [1.734, -2.118, 1.388], [-0.314, 0.280, 0.145], [0.278, 0.235, -1.272], [-0.256, 0.527, -0.350], [1.551, 0.467, 0.460], [-0.014, -0.163, -0.232], [-1.215, -2.867, 2.084], [-0.298, -0.584, -1.671], [0.182, 1.208, 0.441], [0.273, -0.943, 0.702], [0.365, -0.381, -0.993], [-0.139, -0.953, -0.508], [-0.170, 0.829, -0.755], [-0.534, -0.309, 0.776], [-0.694, 0.209, -0.817], [1.173, 0.099, 0.029], [-0.109, -0.197, 1.064], [0.116, 0.498, 0.926], [-0.889, -0.948, -0.354], [0.632, -0.304, -1.040], [0.550, 0.663, 0.563], [-0.463, 0.102, 0.954], [-1.099, 0.238, -0.581], [1.182, -0.103, 0.634], [-0.392, -1.141, 0.700], [0.415, 1.133, 0.104], [-0.248, 0.777, 0.840], [0.734, -0.940, 0.110], [-1.290, -0.309, -0.080], [0.625, 0.929, 0.188], [-0.691, -0.400, 0.949], [0.473, -1.101, -0.514], [-0.161, -0.301, -0.777], [0.506, 0.834, 0.480], [-0.210, -0.493, -1.090], [1.261, 0.530, 0.080], [-0.179, -1.119, -0.262], [-0.194, 0.596, 1.106], [-0.594, 0.595, 0.825], [-0.683, 0.866, -0.277], [-0.342, 0.476, -1.091], [0.677, -0.768, -0.884], [-0.133, -1.178, 0.513], [0.681, -0.501, -0.749], [-0.447, -1.201, -0.033], [-0.130, 0.309, -0.984], [-0.066, -0.393, 1.043], [-1.261, -0.250, -0.128], [-0.570, 0.986, 0.109]], "mulliken_charge": [-1.030, -0.219, -0.367, -0.550, -0.292, -0.304, -0.464, 0.056, -0.332, -1.322, 1.042, -0.136, -1.742, -0.100, -0.995, -0.008, -0.125, 0.713, -0.979, -0.675, 0.484, -0.770, -0.218, 0.296, -0.847, -0.198, 0.180, 0.088, 0.160, 0.587, -0.626, -0.474, -0.487, -0.196, -0.471, -0.007, -0.771, -0.767, -0.299, -0.199, -0.237, 0.210, 0.256, 0.253, 0.343, 0.259, 0.298, 0.307, 0.352, 0.267, 0.304, 0.249, 0.207, 0.220, 0.057, 0.293, 0.412, 0.334, 0.365, 0.463, 0.303, 0.308, 0.299, 0.328, 0.297, 0.300, 0.351, 0.483, 0.277, 0.430, 0.226, 0.075, 0.352, 0.377, 0.344, 0.338, 0.329, 0.387, 0.379, 0.312, 0.119, 0.431, 0.106]}